Record 1
Computed, not measured: 9 unconnected molecules or ions with the total composition C21H41N12O5, with wB97M-V/def2-TZVPD.

```
79
Properties=species:S:1:pos:R:3:forces:R:3:lowdin_charge:R:1
H 21.01273 -3.91211 2.77836 -0.2 0.1 0.1 0.09
C 19.13974 -5.63410 0.74206 0.4 0.4 0.6 -0.16
N 21.01446 -8.48999 8.81516 -0.1 -0.4 0.3 0.13
H 15.35734 -2.61128 10.04048 0.0 -0.1 -0.1 0.08
H 16.65089 -1.71953 10.71838 0.1 0.1 -0.1 0.09
H 15.73282 -3.64500 7.93652 0.1 -0.3 -0.3 0.09
N 16.15887 -0.54244 5.52713 -0.5 -0.5 0.1 0.03
C 20.45574 -3.80083 0.63473 0.5 -0.4 -1.0 -0.11
C 20.15586 -0.51706 6.04000 2.0 -0.9 0.2 -0.68
H 15.20344 -4.92527 4.18327 -0.1 0.1 -0.1 0.11
C 15.64136 -1.76313 5.17761 0.0 0.3 -0.3 -0.14
C 14.20510 -0.15698 4.54582 -0.1 0.5 0.1 -0.13
C 20.01341 -8.64851 1.92633 -0.7 -0.9 0.6 -0.14
H 16.21948 -2.64963 5.36622 -0.1 -0.1 -0.1 0.07
H 19.40026 -5.77578 2.86932 -0.2 -0.3 -0.3 0.08
H 15.71520 -3.42815 0.68730 0.3 0.0 0.2 0.07
H 21.74144 -8.74432 9.45482 0.1 0.2 0.0 0.09
H 17.74716 -8.07750 4.27190 0.0 0.0 0.0 0.09
C 17.09383 -2.41050 8.85772 0.8 0.8 0.0 -0.68
C 20.48316 -4.28196 1.91658 -0.5 0.8 0.0 -0.14
C 19.67122 -4.70085 -0.13400 -1.1 -1.1 0.3 -0.12
H 20.14163 0.68782 4.33362 0.0 0.0 0.0 0.07
N 19.39570 -1.43344 5.37408 -1.1 -0.4 0.0 0.16
H 21.00061 -2.97716 0.20246 0.1 0.1 0.3 0.08
C 15.27518 0.43582 5.17556 0.1 0.3 0.0 -0.14
C 15.45708 -5.66513 3.41621 0.1 0.6 0.5 -0.18
C 16.07709 -4.94648 2.22062 0.7 0.0 -0.9 -0.26
H 20.44499 -8.91094 0.97646 0.2 -0.1 0.1 0.11
H 17.03021 -0.42648 6.02539 0.0 0.0 0.0 0.13
H 13.33572 0.29690 4.09799 0.1 0.3 0.1 0.08
C 18.61353 -8.17566 3.63990 0.7 0.0 0.5 -0.11
H 14.38935 -4.50505 0.93967 -0.1 0.0 0.2 0.07
O 21.80592 -6.37141 8.42443 0.2 -0.8 0.1 0.05
C 18.56907 -4.71632 5.41454 0.8 0.9 0.0 -0.40
H 17.31951 -3.34766 7.13905 -0.2 -0.4 0.0 0.06
O 20.72780 -0.68939 7.10278 -0.9 0.2 -0.2 0.04
H 16.47741 -5.64604 1.47899 -0.3 -0.3 0.2 0.09
N 20.73398 -8.16695 2.98087 0.0 0.4 -0.5 0.02
H 24.53802 -5.16793 4.26774 0.4 0.1 0.0 0.07
N 24.38565 -4.41590 4.91024 -0.1 -0.2 -0.2 0.13
C 19.90105 -7.81368 3.99804 -0.1 -0.2 0.2 -0.16
H 17.74957 -5.31906 5.86548 0.0 -0.3 0.0 0.06
H 20.37732 -9.20049 8.51466 0.1 -0.1 0.0 0.08
H 17.94375 -9.31094 1.82304 -0.2 0.4 -0.1 0.09
H 13.77460 -2.24396 4.06264 0.1 -0.3 0.2 0.08
H 20.31722 -7.32353 4.86527 -0.2 -0.2 0.1 0.09
N 16.64907 -3.24781 7.89204 0.3 0.2 0.0 0.17
H 21.17170 -4.68553 5.08929 -0.1 0.3 0.5 0.06
C 23.12960 -4.18760 5.41683 -0.4 0.8 0.2 -0.68
N 20.45785 0.59183 5.28005 -0.6 0.8 -0.6 0.12
N 13.26672 -6.99032 2.91343 -0.1 0.0 0.0 0.13
C 14.23207 -6.41604 3.15143 0.2 -0.1 -0.3 -0.23
H 21.03430 1.31322 5.66404 0.0 -0.1 0.2 0.08
H 17.00108 -4.45481 2.53603 -0.2 0.2 0.4 0.09
H 15.48701 1.46390 5.41844 -0.1 0.0 -0.1 0.10
C 14.42766 -1.54007 4.55398 0.5 -0.6 0.0 -0.13
N 22.10818 -4.74968 4.69183 -0.4 -0.2 0.2 0.15
O 22.96212 -3.43931 6.35614 0.1 -0.3 -0.2 0.06
H 18.03628 -3.91320 4.84502 -0.2 0.0 -0.1 0.04
O 18.13466 -1.77903 8.74595 -0.6 -0.3 0.2 0.04
C 15.18322 -3.96992 1.46938 -0.5 -0.1 -0.1 -0.09
N 19.99060 -7.12998 7.28489 0.2 -0.5 0.0 0.15
N 16.30939 -2.30490 9.98019 -0.3 -0.1 0.5 0.13
C 21.00893 -7.26356 8.20154 0.0 1.3 -0.4 -0.67
N 19.61616 -5.33056 1.98787 0.6 0.0 0.1 0.03
H 18.51204 -6.50594 0.67737 -0.1 0.1 -0.5 0.09
H 18.98097 -1.22255 4.48421 0.2 0.3 -0.1 0.08
H 14.70743 -3.23706 2.12275 0.1 0.0 0.1 0.05
H 21.73552 -8.14522 3.03679 0.0 0.3 -0.1 0.15
H 16.19692 -6.29180 3.91658 0.0 -0.2 -0.2 0.09
H 19.05055 -5.29938 4.59627 -0.4 -0.4 0.1 0.02
H 19.85420 -6.21800 6.84618 -0.1 0.5 0.5 0.06
H 19.43574 -4.79237 -1.18310 0.3 0.6 -0.1 0.08
O 19.50632 -4.22099 6.29192 -0.8 -0.6 -0.7 -0.37
H 25.11420 -3.89953 5.36430 0.2 -0.3 -0.1 0.09
H 19.20680 -7.74096 7.42124 -0.3 0.2 -0.3 0.09
H 22.25399 -5.41243 3.95439 0.3 0.0 0.0 0.07
H 19.29258 -2.41528 5.66702 0.7 0.1 0.8 0.05
C 18.70288 -8.76790 2.36380 0.4 0.0 -0.8 -0.12
```
Forces are in eV/Å.

E_tot ... -1858.1901 Ha
Spin multiplicity ... 1
Total charge ... -1
Energy above the lowest of the compared OMol25 structures with the same formula, charge and spin ... 30.7 kJ/mol
Lowest unoccupied orbital energy ... 2.434 eV
HOMO ... -4.73 eV
Orbital gap ... 7.16 eV



Record 2
Computed, not measured: 5 unconnected molecules or ions with the total composition C21H41N6O6P, with wB97M-V/def2-TZVPD.

```
75
Properties=species:S:1:pos:R:3:forces:R:3:lowdin_charge:R:1
H -2.84580 1.18719 0.68248 -0.2 0.0 0.0 0.09
H 4.82241 5.66647 1.95347 0.0 0.3 0.1 0.08
H -4.32871 0.69682 -0.20161 0.1 0.0 0.1 0.06
C 3.80539 -0.48799 0.25033 0.7 -4.3 -1.9 -0.14
H -3.44214 4.43831 -0.13129 -0.2 0.1 0.2 0.08
O -6.38916 -1.15151 -0.41426 -0.3 0.2 0.4 0.02
H -9.18946 1.68141 0.90060 -0.1 0.1 0.3 0.08
H -4.91624 3.95087 -1.01011 -0.1 0.1 0.3 0.08
N -7.48542 0.60917 0.44789 0.3 -0.5 0.0 0.00
P 4.30340 2.34104 -1.17885 3.4 -0.1 -0.1 0.73
H -8.58595 0.68772 2.25039 0.1 0.1 -0.2 0.08
H -1.67537 -3.50879 -3.36314 0.0 -0.2 0.1 0.09
C 4.98648 -3.13112 -0.07463 -2.9 2.8 -1.4 -0.06
C 2.85942 -2.31632 -1.83304 2.4 0.6 2.8 -0.15
C -2.80687 1.57593 -1.42010 0.3 0.1 -0.5 -0.55
H 5.91962 4.36628 5.40243 0.2 0.1 -0.1 0.08
H -8.60192 -1.57264 1.70909 0.1 0.0 0.2 0.09
H -7.16043 1.10666 -0.37312 -0.1 -0.1 0.2 0.14
N 4.64558 3.89871 3.00332 0.4 -0.5 0.5 0.01
O 1.26984 2.53044 -1.07774 2.1 -1.4 2.5 -0.05
N -1.28377 -6.59642 -2.09732 0.3 0.6 -0.3 0.00
H -4.31274 2.95718 0.33968 0.1 0.1 -0.2 0.07
H 4.04812 -4.48271 -1.95771 -0.2 2.4 1.4 0.09
C 5.45423 3.09123 3.74979 -0.4 -0.4 -0.4 -0.53
H 1.31670 -3.58130 -3.14376 1.1 2.3 0.3 0.04
H 5.64013 -1.50309 1.61898 -1.8 -0.2 -2.2 0.09
H 3.01968 0.76678 1.98363 1.7 0.5 -1.8 0.15
H 7.13752 4.36724 4.08417 -0.1 0.1 0.2 0.09
H 0.58655 1.79996 -1.16674 0.9 1.2 0.5 0.11
H -2.59755 -4.17519 -2.00174 -0.1 0.0 -0.2 0.09
C -0.95810 -5.38890 -2.64412 0.5 -0.3 0.1 -0.52
O 5.35656 1.87137 3.65867 0.2 0.3 0.2 0.01
H 3.92789 1.38659 -2.19558 -0.6 0.6 1.0 0.01
H 3.95055 3.65619 -1.69742 -0.3 -1.1 0.6 0.02
H 3.61175 5.66555 3.26389 0.1 0.3 0.0 0.08
H -2.60056 -7.31155 -0.67850 -0.3 -0.1 0.0 0.08
C 6.44574 3.75180 4.66628 0.2 0.0 0.2 -0.01
H -2.77719 -8.00408 -2.31315 -0.3 0.0 0.1 0.08
C 4.61344 5.34256 2.97458 -0.2 -0.2 -0.2 -0.08
C 1.94623 2.34682 0.24574 -5.1 0.2 4.6 -0.32
H 7.02210 2.99124 5.19825 -0.2 0.1 -0.2 0.09
C -2.59581 -7.08874 -1.74702 0.3 -0.2 0.1 -0.08
H 1.00186 -1.65479 -3.02294 1.6 -2.0 -0.1 0.08
C 3.97952 -3.46315 -1.36620 -0.4 4.0 2.0 -0.03
C 1.81655 -2.52063 -3.09902 0.8 1.1 0.2 -0.12
H 4.86815 1.02505 1.65606 -2.3 -0.1 -1.4 0.12
H -7.11735 -2.53482 1.57437 0.0 0.3 -0.1 0.09
H 2.40506 -2.30194 -4.11417 -1.2 -0.6 2.2 0.09
C 2.81230 -0.86903 -0.99572 2.2 -2.1 0.9 -0.02
N 3.43909 2.14812 0.36393 -3.4 -0.2 -2.3 -0.22
C 3.81963 0.89818 1.11787 -0.1 -2.0 1.5 -0.22
H 5.77600 -3.95649 0.25887 -1.9 2.1 -0.7 0.08
N 5.91953 2.15911 -0.95223 -2.2 2.0 -0.8 -0.32
H -2.77526 -4.87188 -3.64617 -0.1 0.1 0.2 0.09
C -8.29434 1.32043 1.41035 0.1 0.2 -0.3 -0.08
O -2.11594 1.11795 -2.32497 0.0 0.1 0.3 0.01
C -7.51013 -1.51984 1.67029 0.0 -0.2 0.1 -0.01
O 1.11062 2.42856 1.31585 5.9 -0.8 -6.6 -0.04
C 4.89522 -1.66217 0.71209 -2.0 -1.3 -3.0 -0.02
C -3.23691 0.74962 -0.24042 0.0 -0.2 0.1 0.00
H -7.11902 -1.08227 2.59319 -0.2 -0.1 0.0 0.09
H 4.00266 3.38829 2.40894 0.1 0.2 0.0 0.11
O 0.21485 -5.12020 -2.88473 -0.5 -0.4 0.1 0.00
H 6.30645 3.11021 -1.23395 -0.3 -1.5 0.7 -0.04
C -2.07775 -4.42773 -2.93037 0.0 0.2 -0.1 0.00
C -7.08008 -0.69353 0.49061 0.4 0.0 -0.8 -0.55
C -4.02113 3.58989 -0.50036 0.1 0.2 -0.3 -0.08
H -3.38037 -6.36348 -1.96949 0.2 -0.1 0.0 0.08
N -3.21220 2.87863 -1.46281 0.2 -0.6 -0.1 0.00
H -2.88722 3.37613 -2.28383 -0.1 -0.1 0.2 0.14
H -2.84413 -0.26536 -0.33634 -0.1 0.3 -0.1 0.09
H 2.01937 -0.07306 -1.37201 1.8 -1.9 0.9 0.07
H 5.34637 5.78402 3.65205 -0.1 -0.2 -0.1 0.07
H -7.71536 2.16884 1.77942 -0.2 0.1 0.2 0.08
H -0.48220 -7.19387 -1.93084 -0.2 0.1 0.0 0.14
```
Forces are in eV/Å.

E_tot ... -1945.7372 Ha
Spin multiplicity ... 1
Lowest unoccupied orbital energy ... 0.348 eV
HOMO ... -7.72 eV
Orbital gap ... 8.07 eV